[1]
Below is a cluster of 2 separate species, C3H11ClN2Si in total at a distorted geometry, with properties calculated with ωB97M-V/def2-TZVPD.

Last column: Löwdin charge in e.
CARTESIAN COORDINATES (ANGSTROEM)
1 C -1.8578 -0.6339 -2.5638  -0.0406
2 C -0.5683 1.1707 1.6431  -0.2556
3 C 1.8525 -0.0790 2.2958  -0.2680
4 N -0.6206 -0.8191 -3.0268  -0.2095
5 N 0.4125 -0.2819 -2.4902  -0.0220
6 Si 0.7161 0.0234 0.7958  0.1237
7 Cl -0.0596 -1.7815 0.3473  0.3448
8 H -2.6811 -1.2066 -2.8216  0.0174
9 H -2.0118 -0.0138 -1.6146  0.0822
10 H 1.2604 0.7333 -0.2865  -0.0321
11 H -0.9551 0.7355 2.5849  0.0375
12 H -0.1773 2.1119 2.0054  0.0171
13 H -1.3989 1.3483 0.9580  0.0041
14 H 2.8189 -0.3114 1.8506  0.0001
15 H 1.9435 1.0199 2.6501  0.0544
16 H 1.6080 -0.7344 3.1974  0.0585
17 H -0.4165 -1.5202 -3.7950  0.1839
18 H 0.1350 0.2389 -1.7299  -0.0958

Atomic forces in eV per Å
1.05 1.08 1.39
-0.67 -0.94 -0.40
0.60 0.95 0.40
-1.63 -0.39 1.10
2.38 -1.57 -3.05
-1.02 1.17 4.11
-0.33 -0.64 -0.36
-1.05 -1.12 -1.09
0.69 -0.79 -1.68
0.81 0.39 -1.13
0.02 -0.31 -0.64
0.45 0.38 -0.48
-0.26 0.27 0.26
0.46 -0.35 0.63
-0.16 -1.73 -0.44
0.22 0.79 -1.53
-0.51 1.32 1.10
-1.05 1.50 1.81

Properties
Charge: 0
LUMO (alpha / beta) (Ha): 0.0311 / 0.0311



[2]
Below is a cluster of 2 separate species, C3H11N in total at a distorted geometry, with properties calculated with ωB97M-V/def2-TZVPD.

Last column: Löwdin charge in e.
CARTESIAN COORDINATES (ANGSTROEM)
1 C 0.7504 -0.1905 0.9504  -0.1353
2 C 0.8983 1.2918 1.3643  -0.2875
3 C -0.3781 2.0238 0.8539  -0.1495
4 H 1.6027 -0.4597 0.3668  0.0473
5 H -0.1078 -0.4845 0.2535  0.0894
6 H 0.6571 -0.9858 1.5943  0.0273
7 H 1.8783 1.7517 1.1857  0.0948
8 H 0.7636 1.3792 2.4777  0.1011
9 H -0.4120 3.0412 1.1055  0.0260
10 H -0.4435 2.0916 -0.3397  0.1075
11 H -1.2640 1.4102 1.1232  0.0737
12 N -1.0102 -2.7038 -2.4332  -0.0258
13 H -0.1850 -2.1950 -2.7165  -0.0140
14 H -0.9251 -3.6615 -2.6857  -0.0290
15 H -1.8245 -2.3088 -3.1001  0.0741

Atomic forces in eV per Å
-0.31 0.74 -3.04
-2.31 -0.42 1.66
0.52 -1.34 -3.48
0.81 -0.26 -0.58
0.79 1.28 0.63
0.05 -1.18 2.67
-0.44 -0.20 -0.57
0.38 -0.27 -0.75
-0.38 1.33 0.96
0.39 -0.49 2.30
0.49 0.79 0.17
-2.96 2.14 -1.65
0.21 -0.13 -0.10
0.31 -0.82 -0.28
2.45 -1.18 2.05

Properties
Structure (SMILES): CCC.N
Charge: 0
LUMO (Ha): 0.0391



[3]
Below is a cluster of 2 separate species, C3H11N2 in total at a distorted geometry, with properties calculated with ωB97M-V/def2-TZVPD.

Last column: Löwdin charge in e.
CARTESIAN COORDINATES (ANGSTROEM)
1 C -1.2520 1.0859 1.2205  0.0019
2 N -0.8644 0.1678 0.1182  -0.0769
3 C -0.7447 0.8026 -1.2223  0.0040
4 H -2.1810 1.5903 0.9623  0.1063
5 H -1.5177 0.5177 2.1107  0.1066
6 H -0.3999 1.7262 1.4157  0.1097
7 H -1.5183 -0.6176 0.0793  0.1762
8 H -1.7019 1.2621 -1.4629  0.1069
9 H -0.5128 0.0106 -1.9287  0.1030
10 H 0.0359 1.5531 -1.1778  0.1075
11 C 2.2984 -1.4543 -0.4484  -0.0625
12 N 1.6677 -1.1552 0.6184  -0.0028
13 H 2.3561 -2.4780 -0.8193  0.0847
14 H 2.7209 -0.6646 -1.0674  0.0774
15 H -0.0080 -0.3734 0.3723  0.0884
16 H 1.6218 -1.9729 1.2294  0.0696

Atomic forces in eV per Å
-0.33 -0.32 0.27
-0.33 -1.18 0.39
-0.16 -0.24 0.25
0.34 0.39 -0.31
0.43 -0.20 -0.01
-0.21 0.31 0.04
-0.48 0.39 -0.23
0.10 -0.01 -0.06
0.09 0.17 -0.16
0.09 0.02 -0.07
-0.59 0.02 0.00
0.98 0.04 0.15
0.77 -0.08 0.29
-0.43 0.04 -0.24
0.57 0.86 -0.03
-0.83 -0.21 -0.29

Properties
Charge: +1
LUMO (Ha): -0.1144